72
Properties=species:S:1:pos:R:3:forces:R:3 method="wB97M-V/def2-TZVPD" de_lowest_kcal_mol=79.4 largest_force_ha_per_bohr=0.031 charge=+2
Pt 1.29498 0.01499 0.09998 -0.10 1.13 0.89
O 0.70919 1.91639 3.54635 -0.03 0.08 -0.01
C 0.92985 1.80139 2.38412 0.43 -0.17 0.04
N 1.79061 0.83856 1.79164 -0.10 -0.65 1.45
C 2.88480 0.28601 2.51999 -0.39 0.66 -0.12
O 3.09256 0.49912 3.67298 0.08 -0.16 0.05
C 3.80162 -0.41874 1.58945 -0.20 0.15 -0.24
C 4.91746 -1.08883 2.02832 0.06 0.07 0.16
C 5.64408 -1.82706 1.11031 -0.02 -0.03 -0.15
C 5.20345 -1.86493 -0.20539 0.13 0.00 0.07
C 4.07704 -1.15486 -0.56982 -0.16 0.35 0.03
N 3.39788 -0.39602 0.30996 0.74 -0.64 -0.13
C 0.52544 2.76173 1.32579 -0.11 -0.04 -0.09
C 0.14262 4.05625 1.60918 -0.02 -0.10 0.02
C -0.09965 4.90677 0.54574 -0.02 0.09 -0.11
C 0.05822 4.42822 -0.74783 0.02 0.00 0.07
C 0.44648 3.11528 -0.94541 0.07 0.07 0.09
N 0.67045 2.29757 0.08665 0.26 -0.55 -0.38
H 5.17380 -1.03808 3.07785 -0.02 -0.01 0.01
H 6.52001 -2.38450 1.41245 0.02 0.02 0.02
H 5.72684 -2.43840 -0.95701 0.00 -0.01 -0.01
H 3.70901 -1.17655 -1.58152 -0.08 -0.07 -0.06
H 0.05542 4.36101 2.64307 0.01 -0.01 0.02
H -0.39220 5.93446 0.71478 0.00 0.00 0.02
H -0.09824 5.06630 -1.60585 -0.01 -0.01 -0.01
H 0.59712 2.72705 -1.93437 0.04 0.04 -0.01
O 2.73067 0.44392 -2.69505 -0.13 0.08 0.19
N 1.45478 0.64006 -2.15159 0.22 -0.56 -1.22
C 0.57620 0.60684 -3.07617 -0.23 0.20 0.50
C -0.82872 0.97794 -2.83673 0.20 -0.34 -0.22
C -1.44186 1.54774 -3.95274 -0.15 -0.01 0.04
C -2.74243 2.02366 -3.89103 0.05 -0.02 -0.03
C -3.46169 1.87910 -2.71859 -0.04 -0.02 0.02
C -2.87776 1.27466 -1.61351 0.12 0.08 -0.06
C -1.54549 0.85731 -1.63427 -0.27 0.15 -0.05
P -1.07141 -0.12960 -0.18842 0.08 0.36 -0.09
C -1.95798 -1.62022 -0.59520 0.09 -0.35 0.22
C -1.71237 -2.24229 -1.82241 -0.14 0.01 -0.04
C -2.45362 -3.34924 -2.18523 0.04 0.07 0.02
C -3.43510 -3.83477 -1.32862 -0.06 -0.08 -0.04
C -3.69368 -3.20532 -0.12252 0.01 0.05 0.07
C -2.94737 -2.10350 0.26317 -0.06 0.01 -0.24
C -1.68365 0.50369 1.36452 -0.17 0.02 0.07
C -2.33707 1.72701 1.51934 0.00 0.03 0.06
C -2.79818 2.10234 2.77126 0.05 -0.01 -0.03
C -2.59526 1.27337 3.86701 0.02 -0.01 0.00
C -1.93129 0.06291 3.71772 0.02 -0.03 0.04
C -1.47464 -0.32975 2.47278 0.04 0.02 -0.06
H 3.31265 0.95877 -2.11647 0.04 -0.03 -0.06
H 0.91041 0.44556 -4.09830 -0.04 0.09 -0.04
H -0.88806 1.61960 -4.88006 0.01 0.00 -0.01
H -3.19712 2.47225 -4.76320 0.00 0.01 -0.01
H -4.49248 2.20204 -2.66665 -0.01 0.00 0.00
H -3.48605 1.10285 -0.73577 -0.01 -0.02 -0.02
H -0.95476 -1.86492 -2.49457 0.05 -0.03 0.02
H -2.27302 -3.83181 -3.13571 0.01 -0.01 0.00
H -4.01011 -4.70654 -1.61104 -0.01 0.01 -0.01
H -4.47648 -3.57178 0.52678 0.01 -0.02 0.01
H -3.16174 -1.61976 1.20264 0.02 -0.01 0.06
H -2.48787 2.39031 0.67787 0.03 0.01 0.00
H -3.31743 3.04370 2.89083 0.00 0.01 0.00
H -2.95056 1.57562 4.84270 -0.01 0.00 0.01
H -1.76136 -0.57702 4.57244 -0.01 0.01 0.01
H -0.96178 -1.28000 2.35966 0.00 0.01 0.00
C 1.92729 -4.37315 0.19870 0.34 -0.09 0.22
S 0.98933 -2.90716 0.40166 -0.12 0.30 -1.20
O 1.67508 -1.97067 1.34779 -0.45 0.51 -0.16
O -0.31945 -3.27786 0.83837 -0.08 -0.05 0.12
O 1.07221 -2.18079 -0.91753 -0.10 -0.45 0.32
H 1.54415 -5.09547 0.91441 0.07 -0.04 0.01
H 2.97861 -4.16361 0.38053 0.02 0.00 -0.05
H 1.77767 -4.71915 -0.82017 -0.07 -0.02 0.00